(1)
Formula: C42H84O13
Source: OMol25
Level of theory: the ωB97M-V functional and the def2-TZVPD basis

Output
Charge   0
HOMO   -9.522 eV
Largest force on an atom   0.0826 Eh/bohr
SMILES   CCCCCCCCCCCCCCCCOC(=O)OCCCCC.CCOC(C)=O.CCOC(C)=O.CCOC(C)=O.CCOC(C)=O.CCOC(C)=O
Energy relative to the best compared isomer or geometry (same formula, charge and spin)   97.1 kJ/mol
E_LUMO   0.57 eV
2S+1   1

Each line ends with the Löwdin charge.
CARTESIAN COORDINATES (ANGSTROEM)
1 C -1.970 -0.414 0.464  -0.096
2 C -1.071 0.796 0.045  -0.223
3 C -0.147 0.382 -1.147  -0.205
4 C 1.287 0.056 -0.691  -0.202
5 C 1.509 -1.440 -0.319  -0.188
6 C 1.235 -1.718 1.168  -0.192
7 C 2.422 -1.356 2.099  -0.175
8 C 2.190 -0.024 2.894  -0.182
9 C 3.286 1.000 2.484  -0.210
10 C 2.838 2.485 2.654  -0.188
11 C 2.932 3.211 1.289  -0.224
12 C 4.364 3.254 0.740  -0.189
13 C 4.509 3.669 -0.761  -0.189
14 C 3.211 4.108 -1.461  -0.218
15 C 3.444 4.508 -2.941  -0.140
16 C 2.224 4.120 -3.821  -0.146
17 O 1.473 5.251 -4.303  0.038
18 C 0.609 5.721 -3.407  -0.625
19 O 0.919 6.088 -2.353  0.211
20 O -0.685 5.818 -3.792  0.030
21 C -1.388 4.588 -3.564  -0.179
22 C -1.783 4.343 -2.109  -0.174
23 C -2.551 5.509 -1.466  -0.184
24 C -1.722 6.396 -0.516  -0.247
25 C -0.995 5.646 0.614  -0.093
26 H -1.577 -1.348 0.072  0.063
27 H -2.987 -0.245 0.105  0.065
28 H -2.006 -0.429 1.554  0.068
29 H -1.680 1.656 -0.216  0.081
30 H -0.392 1.019 0.869  0.079
31 H -0.063 1.278 -1.786  0.081
32 H -0.595 -0.396 -1.769  0.104
33 H 1.566 0.649 0.180  0.077
34 H 1.974 0.285 -1.514  0.100
35 H 0.842 -2.064 -0.924  0.101
36 H 2.534 -1.688 -0.612  0.101
37 H 0.372 -1.159 1.529  0.087
38 H 1.000 -2.776 1.260  0.082
39 H 3.364 -1.288 1.550  0.099
40 H 2.520 -2.162 2.832  0.088
41 H 1.198 0.390 2.709  0.089
42 H 2.318 -0.276 3.948  0.103
43 H 4.160 0.828 3.116  0.111
44 H 3.517 0.829 1.433  0.081
45 H 1.781 2.465 2.935  0.097
46 H 3.388 3.029 3.425  0.105
47 H 2.255 2.682 0.616  0.085
48 H 2.599 4.242 1.440  0.110
49 H 4.919 3.974 1.350  0.108
50 H 4.871 2.295 0.858  0.095
51 H 5.183 4.530 -0.805  0.107
52 H 4.952 2.850 -1.336  0.104
53 H 2.806 4.945 -0.891  0.106
54 H 2.453 3.319 -1.419  0.091
55 H 4.373 4.096 -3.334  0.109
56 H 3.457 5.598 -2.965  0.117
57 H 2.637 3.649 -4.716  0.121
58 H 1.594 3.362 -3.347  0.116
59 H -2.319 4.656 -4.134  0.129
60 H -0.847 3.738 -3.999  0.112
61 H -2.463 3.486 -2.135  0.116
62 H -0.889 4.038 -1.558  0.091
63 H -3.436 5.173 -0.923  0.110
64 H -2.900 6.150 -2.284  0.111
65 H -1.056 7.039 -1.089  0.089
66 H -2.430 7.078 -0.028  0.087
67 H -0.730 4.613 0.374  0.051
68 H -1.575 5.629 1.538  0.069
69 H -0.056 6.169 0.816  0.069
70 O -0.391 -4.278 2.533  0.099
71 C 0.244 -5.004 3.251  -0.504
72 O 1.331 -4.503 3.886  -0.015
73 C 2.058 -5.216 4.886  -0.237
74 C 3.073 -6.156 4.269  -0.069
75 C -0.083 -6.469 3.389  0.015
76 H 1.379 -5.728 5.570  0.116
77 H 2.574 -4.456 5.473  0.120
78 H 2.594 -6.919 3.654  0.061
79 H 3.656 -6.656 5.045  0.082
80 H 3.753 -5.603 3.619  0.080
81 H 0.335 -7.009 2.538  0.095
82 H -1.164 -6.583 3.391  0.065
83 H 0.275 -6.918 4.312  0.074
84 O -2.356 -8.152 4.101  0.089
85 C -2.896 -8.886 3.316  -0.509
86 O -3.437 -8.367 2.199  0.007
87 C -3.951 -9.155 1.121  -0.232
88 C -5.378 -9.591 1.381  -0.066
89 C -3.054 -10.361 3.602  0.015
90 H -3.288 -9.995 0.907  0.115
91 H -3.923 -8.507 0.246  0.124
92 H -5.453 -10.224 2.266  0.066
93 H -5.770 -10.146 0.528  0.081
94 H -6.012 -8.722 1.556  0.084
95 H -3.905 -10.502 4.268  0.097
96 H -2.150 -10.710 4.098  0.092
97 H -3.183 -10.976 2.715  0.068
98 O 1.534 -9.417 1.268  0.100
99 C 2.718 -9.546 1.113  -0.527
100 O 3.542 -9.415 2.171  -0.009
101 C 4.940 -9.714 2.144  -0.233
102 C 5.749 -8.548 1.614  -0.061
103 C 3.310 -9.764 -0.260  0.012
104 H 5.128 -10.638 1.593  0.114
105 H 5.220 -9.907 3.179  0.123
106 H 5.482 -8.305 0.585  0.069
107 H 6.815 -8.774 1.648  0.083
108 H 5.559 -7.655 2.211  0.077
109 H 3.382 -8.804 -0.770  0.098
110 H 2.642 -10.416 -0.819  0.091
111 H 4.286 -10.243 -0.255  0.068
112 O -4.272 7.861 3.600  0.107
113 C -4.276 8.958 3.114  -0.526
114 O -5.435 9.647 3.047  -0.003
115 C -5.523 11.016 2.644  -0.239
116 C -5.576 11.150 1.135  -0.067
117 C -3.029 9.546 2.494  0.013
118 H -4.717 11.603 3.088  0.113
119 H -6.452 11.390 3.073  0.122
120 H -4.672 10.765 0.663  0.067
121 H -5.695 12.196 0.848  0.081
122 H -6.414 10.578 0.735  0.084
123 H -2.906 9.140 1.491  0.083
124 H -2.175 9.258 3.104  0.092
125 H -3.024 10.633 2.446  0.067
126 O -5.009 1.994 -8.280  0.109
127 C -3.818 1.892 -8.175  -0.526
128 O -3.252 1.957 -6.952  -0.002
129 C -1.873 1.682 -6.697  -0.233
130 C -1.005 2.896 -6.955  -0.060
131 C -2.930 1.778 -9.394  0.009
132 H -1.543 0.805 -7.257  0.114
133 H -1.816 1.413 -5.642  0.119
134 H -1.051 3.213 -7.997  0.071
135 H 0.036 2.684 -6.706  0.083
136 H -1.345 3.738 -6.352  0.069
137 H -2.774 2.772 -9.811  0.096
138 H -3.440 1.158 -10.129  0.091
139 H -1.967 1.311 -9.203  0.066

(2)
Formula: C42H84O14S
Source: OMol25
Level of theory: the ωB97M-V functional and the def2-TZVPD basis

Output
Charge   +1
HOMO (alpha / beta)   -10.897 / -10.897 eV
Largest force on an atom   0.0860 Eh/bohr
E_LUMO (alpha / beta)   -2.69 / -8.80 eV
2S+1   2

Each line ends with the Mulliken spin population.
CARTESIAN COORDINATES (ANGSTROEM)
1 C -1.565 5.125 -0.647  -0.001
2 C -2.976 4.840 -0.245  0.001
3 C -3.149 3.368 -0.378  -0.003
4 O -1.893 2.862 -0.863  0.032
5 C -0.891 3.803 -0.461  0.005
6 H -1.022 5.906 -0.115  0.000
7 H -1.471 5.313 -1.716  -0.001
8 H -3.752 5.244 -0.894  0.000
9 H -3.295 5.228 0.723  0.000
10 H -3.797 3.169 -1.231  0.002
11 H -3.536 2.912 0.533  0.003
12 H -0.046 3.706 -1.142  0.000
13 H -0.527 3.735 0.564  0.000
14 C -0.509 -0.717 1.078  0.001
15 C 0.153 -0.136 -0.167  0.000
16 C 1.356 0.698 0.234  0.001
17 O 0.968 1.089 1.548  0.000
18 C 0.293 -0.061 2.131  0.000
19 H -0.427 -1.802 1.151  0.000
20 H -1.586 -0.560 1.130  0.000
21 H -0.552 0.518 -0.682  0.003
22 H 0.259 -0.860 -0.975  -0.001
23 H 1.565 1.535 -0.433  0.000
24 H 2.284 0.182 0.479  0.000
25 H -0.271 0.336 2.975  0.000
26 H 0.934 -0.822 2.578  0.000
27 C -2.558 -5.654 1.315  0.000
28 C -2.466 -4.175 1.772  0.000
29 C -3.897 -3.818 2.304  0.000
30 O -4.326 -5.039 2.822  0.000
31 C -3.829 -6.108 1.997  0.000
32 H -1.740 -6.295 1.645  0.000
33 H -2.554 -5.778 0.232  0.000
34 H -2.090 -3.448 1.052  0.000
35 H -1.855 -4.059 2.667  0.000
36 H -4.621 -3.434 1.584  0.000
37 H -3.853 -3.159 3.171  0.000
38 H -4.613 -6.308 1.266  0.000
39 H -3.699 -6.962 2.661  0.000
40 C -6.119 -0.373 -1.815  -0.001
41 C -5.069 0.743 -1.955  0.001
42 C -3.889 0.094 -1.217  0.005
43 O -4.601 -0.581 -0.159  0.001
44 C -5.658 -1.325 -0.704  0.000
45 H -6.249 -0.926 -2.745  0.000
46 H -7.116 0.019 -1.614  0.000
47 H -5.402 1.669 -1.485  0.000
48 H -4.776 1.050 -2.959  0.002
49 H -3.248 0.814 -0.709  -0.007
50 H -3.167 -0.497 -1.780  -0.003
51 H -6.255 -1.472 0.196  0.000
52 H -5.344 -2.324 -1.007  0.000
53 C 1.503 5.220 4.093  0.000
54 C 0.851 6.617 3.906  0.000
55 C 0.144 6.549 2.592  0.000
56 O -0.107 5.168 2.479  0.001
57 C 0.491 4.350 3.515  0.000
58 H 1.629 5.099 5.169  0.000
59 H 2.513 5.314 3.694  0.000
60 H 1.507 7.462 4.115  0.000
61 H 0.174 6.620 4.760  0.000
62 H 0.713 7.021 1.790  0.000
63 H -0.734 7.181 2.727  0.000
64 H 0.776 3.404 3.056  0.000
65 H -0.232 4.150 4.305  0.000
66 C -1.533 -4.279 -4.278  0.000
67 C -0.971 -3.456 -3.129  0.000
68 C -1.842 -3.796 -1.895  0.000
69 O -1.867 -5.188 -2.148  0.000
70 C -1.718 -5.615 -3.516  0.000
71 H -0.671 -4.424 -4.929  0.000
72 H -2.413 -3.869 -4.773  0.000
73 H -1.112 -2.417 -3.427  0.000
74 H 0.105 -3.570 -2.999  0.000
75 H -2.905 -3.558 -1.876  0.000
76 H -1.401 -3.706 -0.902  0.000
77 H -2.603 -6.040 -3.990  0.000
78 H -0.802 -6.196 -3.621  0.000
79 C 3.834 1.741 5.823  0.000
80 C 2.731 0.882 5.243  0.000
81 C 3.466 -0.232 4.470  0.000
82 O 4.760 -0.139 5.092  0.000
83 C 4.965 0.865 6.130  0.000
84 H 3.494 2.295 6.699  0.000
85 H 4.056 2.497 5.070  0.000
86 H 1.960 1.387 4.662  0.000
87 H 2.318 0.326 6.085  0.000
88 H 3.516 -0.037 3.398  0.000
89 H 2.953 -1.181 4.631  0.000
90 H 5.907 1.401 6.012  0.000
91 H 4.784 0.411 7.104  0.000
92 C 2.410 -0.902 -2.961  -0.001
93 C 3.140 -2.138 -3.449  0.000
94 C 4.558 -1.682 -3.867  0.000
95 O 4.726 -0.512 -3.087  0.000
96 C 3.509 0.147 -3.013  0.000
97 H 2.300 -1.014 -1.883  0.000
98 H 1.455 -0.547 -3.350  -0.001
99 H 2.563 -2.639 -4.226  0.000
100 H 3.302 -2.907 -2.693  0.000
101 H 4.588 -1.329 -4.898  0.000
102 H 5.417 -2.346 -3.775  0.000
103 H 3.462 0.727 -3.934  0.000
104 H 3.587 0.906 -2.234  0.000
105 C 1.650 -5.327 1.861  0.000
106 C 2.558 -4.163 1.931  0.000
107 C 2.231 -3.224 0.768  0.000
108 O 1.377 -3.981 -0.074  0.000
109 C 1.397 -5.356 0.320  0.000
110 H 0.710 -5.162 2.387  0.000
111 H 1.987 -6.345 2.058  0.000
112 H 3.630 -4.299 1.792  0.000
113 H 2.434 -3.590 2.850  0.000
114 H 3.085 -2.984 0.134  0.000
115 H 1.708 -2.336 1.122  0.000
116 H 2.032 -5.987 -0.301  0.000
117 H 0.427 -5.821 0.143  0.000
118 C -1.389 0.637 -5.952  0.039
119 C -0.771 1.234 -4.804  -0.009
120 C -1.943 1.876 -3.982  0.120
121 O -3.115 1.509 -4.659  0.634
122 C -2.807 1.237 -6.038  -0.016
123 H -1.666 -0.417 -5.922  0.000
124 H -0.878 0.716 -6.911  -0.003
125 H -0.049 2.011 -5.052  0.002
126 H -0.166 0.546 -4.215  -0.012
127 H -1.916 2.887 -3.575  0.074
128 H -2.134 1.330 -3.058  0.041
129 H -2.932 2.075 -6.723  0.065
130 H -3.587 0.558 -6.385  0.026
131 C 3.160 3.870 1.019  0.000
132 C 4.404 4.486 1.710  0.000
133 O 5.392 4.444 0.637  0.000
134 S 5.301 2.981 -0.191  0.000
135 O 5.685 1.835 0.595  0.000
136 O 5.833 3.050 -1.548  0.000
137 O 3.629 3.110 -0.072  0.000
138 H 2.513 4.681 0.684  0.000
139 H 2.555 3.223 1.654  0.000
140 H 4.758 3.883 2.546  0.000
141 H 4.086 5.527 1.769  0.000

(3)
Formula: C42H87AsCuF9N4O17
Source: OMol25
Level of theory: the ωB97M-V functional and the def2-TZVPD basis

Output
Charge   0
HOMO (alpha / beta)   -3.412 / -8.925 eV
Largest force on an atom   0.1108 Eh/bohr
E_LUMO (alpha / beta)   0.31 / -1.44 eV
2S+1   3

Each line ends with the Mulliken spin population.
CARTESIAN COORDINATES (ANGSTROEM)
1 Cu -3.392 7.625 0.153  1.758
2 As -2.663 7.999 4.064  0.206
3 F -3.458 9.616 3.971  -0.007
4 F -1.025 8.701 3.824  0.021
5 F -1.992 6.304 4.067  0.001
6 F -4.335 7.332 4.363  0.005
7 F -2.894 7.860 2.273  -0.029
8 F -2.470 8.219 5.812  -0.010
9 C -5.211 12.976 4.494  -0.001
10 C -6.265 13.812 3.929  0.000
11 N -7.156 14.436 3.539  0.000
12 H -5.278 12.902 5.580  0.000
13 H -4.300 13.488 4.185  0.000
14 H -5.244 11.958 4.105  0.001
15 C -7.259 8.567 3.255  -0.001
16 C -6.354 7.965 2.308  0.020
17 N -5.529 7.545 1.638  0.043
18 H -7.225 8.012 4.193  -0.002
19 H -8.267 8.672 2.853  0.000
20 H -7.011 9.590 3.540  0.002
21 C -3.748 3.951 3.211  0.005
22 C -3.645 4.744 1.997  0.044
23 N -3.559 5.350 0.994  -0.049
24 H -4.743 4.033 3.649  -0.002
25 H -3.106 4.369 3.986  0.000
26 H -3.474 2.937 2.921  0.001
27 C 0.835 5.992 -0.851  0.045
28 C -0.299 6.630 -0.233  -0.142
29 N -1.209 7.087 0.293  0.254
30 H 0.442 5.296 -1.593  -0.016
31 H 1.525 5.558 -0.128  0.007
32 H 1.384 6.720 -1.448  -0.008
33 C 1.468 1.780 5.889  0.000
34 O 0.602 2.536 5.121  0.000
35 C -0.163 3.599 5.708  -0.003
36 C 0.729 4.797 6.173  -0.003
37 O 1.320 4.661 7.479  0.000
38 C 2.272 5.668 7.930  0.000
39 C 3.663 5.672 7.220  0.000
40 O 4.274 4.378 7.473  0.000
41 C 5.200 3.916 6.581  0.000
42 H 0.994 0.827 6.125  0.000
43 H 1.960 2.243 6.745  0.000
44 H 2.300 1.502 5.241  0.000
45 H -0.651 3.170 6.583  0.000
46 H -1.028 3.928 5.132  0.002
47 H 0.166 5.727 6.243  0.001
48 H 1.607 4.941 5.544  0.000
49 H 2.518 5.609 8.990  0.000
50 H 1.859 6.676 7.889  0.000
51 H 4.250 6.494 7.628  0.000
52 H 3.540 5.918 6.165  0.000
53 H 4.799 3.785 5.576  0.000
54 H 5.592 2.953 6.907  0.000
55 H 6.075 4.566 6.561  0.000
56 C -4.586 5.351 -2.029  -0.026
57 O -4.759 6.639 -1.382  -0.031
58 C -6.024 7.195 -1.563  -0.052
59 C -5.811 8.745 -1.672  0.017
60 O -4.832 9.159 -0.645  -0.107
61 C -4.470 10.523 -0.701  0.015
62 C -3.611 10.820 0.572  -0.046
63 O -2.548 9.795 0.497  0.028
64 C -1.340 10.330 0.968  0.030
65 H -4.888 5.347 -3.076  0.008
66 H -5.147 4.537 -1.572  0.011
67 H -3.537 5.054 -2.052  0.014
68 H -6.626 6.877 -0.712  -0.008
69 H -6.530 6.859 -2.468  -0.001
70 H -6.818 9.156 -1.595  0.001
71 H -5.568 9.011 -2.701  -0.013
72 H -5.378 11.125 -0.664  0.002
73 H -3.913 10.766 -1.605  -0.019
74 H -4.317 10.689 1.392  0.005
75 H -3.239 11.845 0.556  0.002
76 H -1.498 11.039 1.781  0.001
77 H -0.872 10.926 0.184  0.003
78 H -0.556 9.625 1.247  0.009
79 C 1.775 8.941 5.757  0.003
80 O 2.071 9.092 7.140  0.000
81 C 2.797 10.319 7.471  0.000
82 C 4.250 10.299 6.936  0.000
83 O 4.394 9.971 5.532  0.000
84 C 5.658 10.232 5.007  0.000
85 C 6.634 9.036 5.322  0.000
86 O 6.093 7.957 4.450  0.000
87 C 7.159 7.042 4.143  0.000
88 H 2.644 8.573 5.212  0.000
89 H 1.422 9.874 5.319  -0.001
90 H 0.995 8.210 5.540  0.000
91 H 2.753 10.405 8.557  0.000
92 H 2.347 11.234 7.087  0.000
93 H 4.839 9.649 7.584  0.000
94 H 4.642 11.294 7.149  0.000
95 H 6.054 11.189 5.347  0.000
96 H 5.613 10.394 3.930  0.000
97 H 6.653 8.843 6.394  0.000
98 H 7.642 9.382 5.090  0.000
99 H 6.772 6.340 3.403  0.000
100 H 7.565 6.678 5.086  0.000
101 H 7.929 7.626 3.638  0.000
102 C 1.218 7.169 2.824  -0.005
103 O 2.324 6.672 2.038  0.004
104 C 3.573 7.309 2.334  0.000
105 C 3.581 8.826 2.114  -0.002
106 O 2.902 9.351 0.958  -0.001
107 C 3.518 9.112 -0.276  -0.004
108 C 2.695 9.904 -1.290  0.002
109 O 2.707 11.262 -0.867  0.001
110 C 2.181 12.188 -1.758  0.000
111 H 1.113 8.253 2.784  -0.008
112 H 1.419 6.864 3.851  0.000
113 H 0.285 6.674 2.558  0.009
114 H 4.237 6.888 1.579  0.000
115 H 3.888 6.960 3.317  0.000
116 H 4.626 9.131 2.072  0.000
117 H 3.234 9.313 3.025  0.000
118 H 3.541 8.055 -0.541  0.000
119 H 4.514 9.547 -0.193  0.000
120 H 1.643 9.621 -1.327  0.011
121 H 3.086 9.803 -2.303  0.000
122 H 1.134 11.996 -1.994  0.001
123 H 2.691 12.088 -2.716  0.000
124 H 2.371 13.220 -1.462  0.000
125 C -9.564 11.357 7.836  0.000
126 O -8.150 11.056 7.788  0.000
127 C -7.642 10.324 6.612  0.001
128 C -6.218 9.894 6.850  -0.001
129 O -6.092 9.140 8.085  0.000
130 C -4.934 8.354 8.266  0.000
131 C -4.892 7.734 9.652  0.000
132 O -5.866 6.672 9.666  0.000
133 C -6.095 6.101 10.923  0.000
134 H -10.236 10.645 7.355  0.000
135 H -9.847 12.280 7.330  0.000
136 H -9.864 11.534 8.869  0.000
137 H -7.670 10.879 5.675  0.000
138 H -8.300 9.457 6.554  0.000
139 H -5.555 10.730 7.071  0.000
140 H -5.803 9.391 5.977  0.000
141 H -4.100 9.035 8.097  0.000
142 H -4.990 7.580 7.501  0.001
143 H -5.253 8.486 10.354  0.000
144 H -3.944 7.323 10.000  0.000
145 H -5.405 5.277 11.103  0.000
146 H -7.163 5.881 10.922  0.000
147 H -6.030 6.824 11.737  0.000
148 C -0.987 11.296 5.937  -0.003
149 C -1.607 11.092 7.355  0.000
150 O -1.568 12.151 8.268  0.000
151 C -2.304 12.062 9.452  0.000
152 O -3.251 11.257 9.707  0.000
153 C -2.088 13.383 10.286  0.000
154 F -1.276 14.244 9.685  0.000
155 F -3.237 14.005 10.496  0.000
156 F -1.569 13.064 11.454  0.000
157 H -1.095 10.392 5.337  0.002
158 H 0.081 11.496 6.023  0.000
159 H -1.491 12.145 5.477  0.000
160 H -1.152 10.172 7.722  0.000
161 H -2.607 10.686 7.203  0.000